{"formula": "C4H10O2", "method": "ωB97M-V with the def2-TZVPD basis set", "homo_energy_ev": -10.11, "multiplicity": 1, "largest_force_ev_per_a": 2.0, "smiles": "C[C@@H](O)[C@@H](C)O", "orbital_gap_ev": 11.11, "symbols": ["C", "C", "O", "C", "C", "O", "H", "H", "H", "H", "H", "H", "H", "H", "H", "H"], "positions_angstrom": [[1.51792, -0.91493, -0.00716], [0.61658, 0.10911, 0.64293], [1.23708, 1.40322, 0.59526], [-0.65887, 0.43912, -0.13034], [-1.65968, -0.63573, -0.49387], [-1.29443, 1.46807, 0.57191], [1.80180, -0.56444, -1.00690], [1.02233, -1.88607, -0.09837], [2.43250, -1.03588, 0.57872], [0.38971, -0.15955, 1.68462], [1.01854, 1.60389, -0.36299], [-0.13920, 0.89951, -1.09684], [-1.17421, -1.40776, -1.09549], [-2.12545, -1.11020, 0.38016], [-2.45921, -0.17223, -1.07860], [-0.52541, 1.96387, 0.91697]], "forces_ev_per_a": [[0.0, -0.1, -0.1], [-0.2, -0.3, -0.2], [0.4, 0.1, -0.8], [0.5, 0.0, -1.1], [0.1, 0.0, -0.1], [0.0, 0.3, 0.1], [0.0, -0.1, 0.1], [0.1, 0.1, 0.0], [-0.1, 0.0, -0.1], [0.1, 0.3, -0.2], [1.1, 0.5, 1.5], [-1.5, -1.0, 0.7], [-0.1, 0.0, 0.0], [0.3, 0.2, -0.1], [0.1, -0.1, 0.0], [-0.6, 0.2, 0.1]]}